{
  "formula": "C5H9FeMgO3",
  "method": "wB97M-V/def2-TZVPD",
  "elements": ["O", "Fe", "C", "C", "O", "C", "C", "O", "C", "Mg", "H", "H", "H", "H", "H", "H", "H", "H", "H"],
  "coordinates": [[-0.33, 1.90, 2.19], [0.22, 1.23, 3.91], [-0.11, 3.17, 0.20], [0.04, 2.07, 0.96], [0.47, 0.86, 0.42], [0.20, 0.55, -0.94], [0.42, -0.94, -1.09], [-0.31, -1.59, -0.05], [-0.44, -3.00, -0.25], [-0.13, -0.69, 1.86], [-0.97, 3.28, -0.46], [0.78, 3.77, -0.02], [0.89, 1.10, -1.60], [-0.83, 0.82, -1.19], [1.49, -1.20, -1.00], [0.06, -1.27, -2.07], [-0.93, -3.41, 0.64], [-1.07, -3.19, -1.13], [0.54, -3.46, -0.39]],
  "nbo_charge": [-0.858, 0.321, -1.093, 0.855, -0.675, -0.095, -0.098, -0.650, -0.260, 0.632, 0.254, 0.257, 0.224, 0.205, 0.191, 0.199, 0.217, 0.188, 0.187],
  "homo_ev": [-5.217, -6.504],
  "e_lumo_ev": [0.11, -0.59],
  "s2": 8.79,
  "multiplicity": 6
}



{
  "formula": "C5H9FeMgO4",
  "method": "wB97M-V/def2-TZVPD",
  "elements": ["O", "C", "C", "O", "C", "C", "O", "C", "Mg", "H", "H", "H", "H", "H", "H", "H", "H", "H", "Fe", "O"],
  "coordinates": [[-0.76, -0.74, 2.36], [-1.37, -0.68, 1.20], [-0.94, -0.01, 0.10], [0.29, 0.70, 0.39], [1.41, 0.24, -0.34], [2.65, 0.79, 0.31], [2.60, 0.44, 1.69], [3.79, 0.76, 2.40], [0.62, 0.68, 2.50], [-2.33, -1.22, 1.12], [1.36, 0.56, -1.39], [1.43, -0.86, -0.32], [2.70, 1.89, 0.22], [3.55, 0.36, -0.15], [3.62, 0.52, 3.46], [4.63, 0.16, 2.02], [4.02, 1.83, 2.30], [-2.74, -1.78, -2.92], [-2.00, 0.14, -1.56], [-2.88, -0.83, -2.81]],
  "nbo_charge": [-0.955, 0.154, -0.526, -0.685, -0.086, -0.094, -0.637, -0.260, 0.967, 0.149, 0.184, 0.196, 0.189, 0.193, 0.214, 0.182, 0.186, 0.478, 1.360, -1.209],
  "relative_energy_ev": 0.0000,
  "homo_ev": [-5.110, -7.833],
  "e_lumo_ev": [0.20, -0.82],
  "s2": 8.77,
  "multiplicity": 6
}



{
  "formula": "C5H9GaNO4S",
  "method": "wB97M-V/def2-TZVPD",
  "elements": ["O", "Ga", "N", "C", "S", "H", "H", "H", "C", "C", "C", "O", "C", "O", "O", "H", "H", "H", "H", "H", "H"],
  "coordinates": [[3.22, 1.40, -2.70], [2.91, 0.17, -1.33], [4.75, -0.14, -0.49], [5.54, -0.62, -1.22], [6.62, -1.10, -2.34], [2.75, 2.22, -2.55], [1.94, 0.69, -0.23], [2.53, -1.23, -2.00], [-3.91, -0.32, 1.55], [-2.50, -0.58, 1.09], [-1.46, 0.38, 1.62], [-0.46, 0.33, 0.60], [-1.06, 0.01, -0.57], [-0.59, 0.05, -1.65], [-2.36, -0.38, -0.32], [-4.61, -0.95, 0.99], [-4.01, -0.54, 2.61], [-4.19, 0.72, 1.37], [-2.21, -1.62, 1.30], [-1.04, 0.08, 2.58], [-1.84, 1.41, 1.69]],
  "nbo_charge": [-1.156, 1.205, -0.698, 0.201, -0.284, 0.449, -0.364, -0.357, -0.623, 0.062, -0.090, -0.471, 0.967, -0.536, -0.512, 0.225, 0.214, 0.213, 0.178, 0.200, 0.176],
  "total_charge": -1,
  "homo_ev": -4.627,
  "e_lumo_ev": 2.45,
  "multiplicity": 1
}



{
  "formula": "C5H9HgO3",
  "method": "wB97M-V/def2-TZVPD",
  "elements": ["O", "C", "C", "O", "C", "C", "O", "C", "Hg", "H", "H", "H", "H", "H", "H", "H", "H", "H"],
  "coordinates": [[2.20, 0.41, 0.58], [0.93, 0.01, 0.90], [0.69, -1.42, 0.42], [-0.40, -1.45, -0.48], [-0.20, -0.79, -1.64], [-1.08, 0.14, -2.07], [-0.12, 0.91, 0.41], [-1.18, 1.12, 1.31], [3.01, 1.53, -0.47], [0.80, 0.02, 2.00], [0.43, -2.04, 1.28], [1.61, -1.79, -0.05], [0.68, -1.07, -2.22], [-0.93, 0.59, -3.05], [-2.05, 0.26, -1.58], [-0.86, 1.88, 2.03], [-2.08, 1.49, 0.79], [-1.43, 0.20, 1.85]],
  "nbo_charge": [-0.844, 0.338, -0.110, -0.498, 0.099, -0.423, -0.540, -0.261, 1.472, 0.177, 0.226, 0.187, 0.166, 0.212, 0.217, 0.180, 0.217, 0.186],
  "total_charge": 1,
  "relative_energy_ev": 1.7196,
  "homo_ev": [-12.034, -12.033],
  "e_lumo_ev": [-8.27, -8.27],
  "multiplicity": 1
}



{
  "formula": "C5H9I",
  "method": "wB97M-V/def2-TZVPD",
  "elements": ["C", "C", "C", "C", "C", "I", "H", "H", "H", "H", "H", "H", "H", "H", "H"],
  "coordinates": [[0.01, -0.59, -0.09], [1.04, 0.39, 0.34], [0.01, -2.07, -0.09], [-1.27, 0.08, -0.51], [0.58, 1.84, 0.50], [3.01, -0.10, 0.31], [-0.54, -2.25, 0.85], [-0.56, -2.27, -0.95], [1.04, -2.44, 0.08], [-2.23, -0.44, -0.36], [-1.34, 1.13, -0.11], [-1.26, 0.02, -1.65], [1.35, 2.40, 1.19], [0.58, 2.41, -0.48], [-0.41, 1.90, 0.97]],
  "nbo_charge": [0.058, -0.254, -0.666, -0.674, -0.667, 0.170, 0.234, 0.225, 0.238, 0.218, 0.231, 0.225, 0.228, 0.221, 0.216],
  "relative_energy_ev": 1.6248,
  "homo_ev": -7.856,
  "e_lumo_ev": 0.75,
  "multiplicity": 1
}



{
  "formula": "C5H9I",
  "method": "wB97M-V/def2-TZVPD",
  "elements": ["C", "C", "C", "C", "C", "I", "H", "H", "H", "H", "H", "H", "H", "H", "H"],
  "coordinates": [[0.04, -0.84, -0.04], [0.67, 1.16, 0.92], [-0.16, -2.05, 0.75], [-0.77, -0.67, -1.23], [0.38, 2.55, 0.55], [1.98, -0.06, -0.44], [-1.22, -2.30, 0.77], [0.40, -2.93, 0.31], [0.28, -2.01, 1.77], [-0.25, -1.27, -2.07], [-1.75, -0.91, -1.09], [-0.67, 0.42, -1.67], [1.15, 3.16, 1.07], [0.49, 2.86, -0.49], [-0.57, 2.91, 0.90]],
  "nbo_charge": [-0.098, -0.160, -0.699, -0.686, -0.826, 0.455, 0.232, 0.209, 0.240, 0.200, 0.219, 0.209, 0.250, 0.212, 0.244],
  "relative_energy_ev": 6.6937,
  "homo_ev": [-6.934, -6.937],
  "e_lumo_ev": [0.04, 0.04],
  "multiplicity": 1
}